C4H11N4 | ωB97M-V/def2-TZVPD

As for the largest force on an atom: 0.100 hartree/bohr. Its LUMO energy (spin up / spin down) is -0.203 / -0.203 hartree. For the energy above the lowest of the compared OMol25 structures with the same formula, charge and spin, the calculation gives 4.639 eV. The value obtained for the calculated total energy is -10276.55012 eV. Its SMILES is [H]/N=N/C(=[NH2+])[C@H](C)NC. For the HOMO energy (spin up / spin down), the calculation gives -13.8 / -13.8 eV. Its charge is +1.

```
19
Properties=species:S:1:pos:R:3:forces:R:3
N 2.57844 -0.34159 0.71801 -1.992 -0.316 0.558
N 1.53671 1.54297 -0.34414 -1.020 0.272 1.247
N 0.79840 2.10560 -1.15800 0.956 -3.729 -1.814
N -0.98063 0.34755 -0.27995 1.210 -1.504 4.765
C 1.59358 0.43803 0.25782 -0.431 -2.128 -0.247
C -1.52296 1.09148 0.89179 1.529 1.345 -1.395
C 0.01048 -0.54725 0.15610 -1.261 1.714 0.260
C 0.21850 -1.66510 -0.76714 0.485 -1.099 -1.337
H -0.31031 -2.61302 -0.42783 0.335 1.410 -0.626
H -0.94676 0.69540 -1.18531 -0.187 0.697 -1.891
H 3.50183 -0.17622 0.43282 1.459 -0.068 -0.137
H -0.10414 -1.27372 -1.75182 0.141 -0.998 0.222
H 0.46142 2.98831 -0.96004 -0.291 2.809 1.455
H -0.80876 1.03291 1.73027 -0.127 0.305 -0.469
H -1.70467 2.14221 0.61926 -0.113 -0.421 0.296
H 2.30129 -1.22977 1.20595 0.747 1.585 -0.754
H -2.39044 0.61813 1.20671 -1.834 -0.668 0.533
H 1.27359 -1.90977 -0.82951 0.121 -0.288 -0.198
H -0.16314 -0.95127 1.18194 0.271 1.080 -0.467
```
Forces are in eV/Å.

Computed Löwdin charges, given in elementary charges: atom 1 (N): 0.17, atom 2 (N): 0.06, atom 3 (N): 0.20, atom 4 (N): -0.02, atom 5 (C): -0.20, atom 6 (C): -0.04, atom 7 (C): -0.28, atom 8 (C): -0.05, atom 9 (H): 0.13, atom 10 (H): 0.09, atom 11 (H): 0.11, atom 12 (H): 0.11, atom 13 (H): 0.07, atom 14 (H): 0.10, atom 15 (H): 0.10, atom 16 (H): 0.16, atom 17 (H): 0.07, atom 18 (H): 0.07, atom 19 (H): 0.16



C23H44MnNOP3 | ωB97M-V/def2-TZVPD

As for the largest force on an atom: 0.089 hartree/bohr. Its LUMO energy (spin up / spin down) is -0.277 / -0.448 hartree. For the energy above the lowest of the compared OMol25 structures with the same formula, charge and spin, the calculation gives 4.121 eV. The value obtained for the calculated total energy is -87257.90296 eV. For the HOMO energy (spin up / spin down), the calculation gives -15.9 / -15.3 eV. As for the multiplicity: 5. Its charge is +3. Its expectation value of S² is 6.19.

```
73
Properties=species:S:1:pos:R:3:forces:R:3
Mn 0.21254 -1.56298 3.11207 -1.351 -0.921 0.837
P -1.63164 0.22314 -1.89434 -0.982 -0.495 -0.306
P 0.22918 3.56470 -2.64525 3.336 0.907 -3.019
P 0.40480 0.72113 3.59021 0.470 -0.346 -0.659
O 1.01816 0.60088 -1.32731 4.438 -1.175 -0.009
N -0.90006 -3.43138 3.24655 0.919 -0.082 0.523
C -2.13795 -3.45987 2.49937 0.239 0.276 0.407
C -2.03545 -1.19187 -2.94553 -0.115 -0.253 -0.483
C 0.13127 1.45128 5.24009 -0.020 0.326 0.048
C 0.52598 2.53902 -4.14675 -1.178 -1.112 0.371
C 0.05279 5.19065 -3.45656 -1.661 0.421 0.744
C -2.09529 -3.89212 1.18383 -0.397 0.017 -0.642
C -2.56630 1.63335 -2.58479 -0.483 0.190 -0.446
C 3.34178 0.40992 -0.82535 1.578 0.058 0.613
C 2.10703 -2.25198 3.11494 -0.269 0.061 -0.996
C 4.75022 -1.17818 -2.00478 0.541 -0.217 0.614
C 2.20894 -0.00725 -1.58639 -2.063 1.538 0.716
C -4.41386 -3.26382 0.94164 0.014 0.456 -0.273
C -2.49247 -0.16560 -0.35778 -0.280 0.255 0.459
C 1.99949 3.75083 -2.15868 -0.145 -0.302 1.471
C 2.39286 -0.98879 -2.58726 0.779 -0.892 -0.480
C -3.27811 -2.91198 3.06221 -0.445 0.381 -0.477
C 1.50685 -2.02044 1.73971 0.747 -0.642 1.310
C -4.41155 -2.76472 2.24323 0.176 -0.090 0.509
C 4.59180 -0.20246 -1.02417 -1.105 1.767 0.942
C 3.65500 -1.56097 -2.76518 -2.262 -0.309 -0.835
C -3.23765 -3.78337 0.38708 -0.314 -0.062 0.237
C -0.76883 1.40666 2.33698 -0.071 0.916 0.070
C 2.10647 1.19681 3.06161 0.053 0.424 0.140
H -2.73702 1.53699 -3.67634 0.240 0.029 0.581
H 0.29181 2.54930 5.24564 -0.104 -0.633 -0.033
H -3.02573 0.71908 0.01239 0.028 -0.238 -0.033
H -1.73182 -0.41059 0.38262 -0.239 -0.363 0.115
H 2.38694 2.16188 3.51504 -0.017 -0.309 -0.278
H 2.20557 -3.29125 3.54875 -0.137 1.128 -0.869
H 3.20566 1.21596 -0.07359 0.158 -0.738 -0.616
H 3.74378 -2.36777 -3.48827 0.110 0.235 0.001
H -3.26849 -2.57415 4.10450 -0.109 -0.075 -0.415
H -3.23656 -4.09407 -0.66504 0.093 -0.081 0.553
H -0.88502 1.22666 5.60034 0.330 0.108 -0.191
H -1.76354 0.95104 2.47711 0.319 0.274 0.116
H -1.09687 -1.58836 -3.37044 -0.614 -0.004 -0.031
H 1.53768 -1.28622 -3.19087 0.248 -0.103 0.075
H -0.76332 5.16533 -4.18086 0.023 0.108 0.067
H 2.82057 0.42672 3.39153 -0.319 0.398 -0.011
H -0.17954 5.92900 -2.68379 0.063 0.204 -0.277
H 2.04902 3.77794 -1.06298 0.430 0.030 -0.194
H 0.04178 0.18475 -1.66023 -0.368 0.536 -0.394
H 2.18647 1.26569 1.96317 -0.227 0.002 0.461
H 5.71031 -1.68054 -2.10487 -0.175 0.137 -0.178
H -0.86166 2.51350 2.40466 -0.051 -0.654 -0.045
H 1.08295 1.63194 -3.87530 -0.208 0.274 -0.132
H -3.19764 -0.99811 -0.51173 0.276 0.370 0.275
H 0.84221 0.97668 5.93850 -0.226 0.214 -0.308
H -5.32809 -3.18548 0.33958 0.471 -0.043 0.247
H -0.43489 2.25340 -4.60110 0.423 0.074 -0.094
H -1.19169 -4.32557 0.76609 0.007 0.056 0.087
H 2.60986 2.92463 -2.54815 -0.369 0.149 0.213
H -2.11662 2.62582 -2.38587 -0.288 -0.470 0.075
H 2.37078 4.70758 -2.54935 -0.245 -0.272 0.176
H -0.95201 -3.69046 4.24331 -0.550 0.122 -0.486
H 5.44732 0.13155 -0.42856 -0.356 -0.202 -0.209
H -2.53458 -1.97155 -2.34293 0.271 0.299 -0.438
H 1.70431 -1.14450 1.09877 0.372 -0.409 0.437
H -5.27942 -2.23145 2.63865 0.149 -0.452 -0.105
H 0.99740 5.44451 -3.94660 -0.089 -0.300 0.128
H -3.55276 1.59402 -2.09953 0.202 0.270 -0.239
H -2.70959 -0.84615 -3.74685 0.274 -0.476 0.176
H -0.44854 1.15024 1.30696 0.147 0.055 0.636
H 1.11041 3.14395 -4.85663 -0.181 0.044 0.371
H -0.26934 -4.12640 2.86709 0.184 -0.178 -0.146
H 2.84736 -1.55566 3.57314 -0.570 -0.642 -0.716
H 1.10655 -2.89045 1.18264 0.470 0.431 0.259
```
Forces are in eV/Å.

Computed Löwdin charges, given in elementary charges: atom 1 (Mn): 0.48, atom 2 (P): 0.87, atom 3 (P): 1.07, atom 4 (P): 0.79, atom 5 (O): -0.07, atom 6 (N): 0.04, atom 7 (C): -0.31, atom 8 (C): -0.22, atom 9 (C): -0.24, atom 10 (C): -0.21, atom 11 (C): -0.22, atom 12 (C): -0.04, atom 13 (C): -0.25, atom 14 (C): 0.03, atom 15 (C): -0.19, atom 16 (C): 0.03, atom 17 (C): -0.28, atom 18 (C): -0.08, atom 19 (C): -0.24, atom 20 (C): -0.21, atom 21 (C): 0.04, atom 22 (C): -0.03, atom 23 (C): -0.23, atom 24 (C): -0.05, atom 25 (C): 0.00, atom 26 (C): 0.00, atom 27 (C): -0.08, atom 28 (C): -0.27, atom 29 (C): -0.23, atom 30 (H): 0.07, atom 31 (H): 0.07, atom 32 (H): 0.06, atom 33 (H): 0.01, atom 34 (H): 0.06, atom 35 (H): 0.08, atom 36 (H): 0.12, atom 37 (H): 0.14, atom 38 (H): 0.12, atom 39 (H): 0.12, atom 40 (H): 0.06, atom 41 (H): 0.04, atom 42 (H): 0.04, atom 43 (H): 0.12, atom 44 (H): 0.07, atom 45 (H): 0.03, atom 46 (H): 0.07, atom 47 (H): 0.05, atom 48 (H): -0.04, atom 49 (H): 0.02, atom 50 (H): 0.15, atom 51 (H): 0.06, atom 52 (H): 0.04, atom 53 (H): 0.05, atom 54 (H): 0.06, atom 55 (H): 0.12, atom 56 (H): 0.06, atom 57 (H): 0.11, atom 58 (H): 0.06, atom 59 (H): -0.01, atom 60 (H): 0.07, atom 61 (H): 0.14, atom 62 (H): 0.14, atom 63 (H): 0.05, atom 64 (H): 0.03, atom 65 (H): 0.12, atom 66 (H): 0.08, atom 67 (H): 0.07, atom 68 (H): 0.06, atom 69 (H): 0.02, atom 70 (H): 0.09, atom 71 (H): 0.10, atom 72 (H): 0.04, atom 73 (H): 0.05



C5H7NO2 | ωB97M-V/def2-TZVPD

As for the largest force on an atom: 0.101 hartree/bohr. Its LUMO energy is 0.010 hartree. For the energy above the lowest of the compared OMol25 structures with the same formula, charge and spin, the calculation gives 4.061 eV. The value obtained for the calculated total energy is -10879.55647 eV. Its SMILES is O=C1[C@H](O)CN2C[C@@H]12. For the HOMO energy, the calculation gives -9.3 eV.

```
15
Properties=species:S:1:pos:R:3:forces:R:3
O -0.88395 -1.94142 -1.27911 1.021 2.329 4.501
O -2.45005 0.22477 0.02711 -1.499 0.344 0.739
N 1.03039 0.81367 -0.39722 -0.700 0.097 0.115
C -0.42451 -1.21400 -0.34074 0.846 1.152 -4.941
C -1.18311 -0.04699 0.43217 3.036 0.340 -0.104
C 1.81492 0.08619 0.51964 -0.193 -2.594 1.656
C 1.11223 -0.71798 -0.49286 -2.799 -1.061 -2.068
C -0.33444 1.31369 0.12411 0.292 -3.331 -3.803
H -0.88652 -0.22941 1.48319 -1.530 -0.275 0.227
H 1.58502 -1.22609 -1.45765 -0.855 1.413 2.317
H 1.68378 -0.22548 1.58045 -0.713 1.010 -0.547
H -0.13074 2.01950 0.93917 -0.642 -0.126 -0.467
H -0.84820 1.61125 -0.90197 0.925 0.482 2.628
H -2.89706 -0.42108 -0.52208 0.451 -0.671 0.013
H 2.81223 -0.04662 0.28579 2.362 0.890 -0.267
```
Forces are in eV/Å.

Computed Löwdin charges, given in elementary charges: atom 1 (O): 0.03, atom 2 (O): 0.00, atom 3 (N): -0.05, atom 4 (C): -0.18, atom 5 (C): -0.33, atom 6 (C): -0.19, atom 7 (C): -0.14, atom 8 (C): -0.05, atom 9 (H): 0.14, atom 10 (H): 0.18, atom 11 (H): 0.13, atom 12 (H): 0.12, atom 13 (H): 0.16, atom 14 (H): 0.11, atom 15 (H): 0.08